Entry 1:
The following is a DFT calculation (wB97M-V/def2-TZVPD) of a molecular structure, C38H32F3O4P2PmS in a non-equilibrium geometry.

The multiplicity is 5. The energy comes out at -102218.511 eV. The total charge is +2. The frontier orbital gap (alpha / beta) is 5.412 / 5.429 eV.

Structure (XYZ):
```
81
Properties=species:S:1:pos:R:3:lowdin_charge:R:1
Pm 0.7333 1.3505 -0.3205 1.4314
P -0.1106 -0.5443 -2.4176 1.0237
C -0.8865 -0.5879 0.1327 -0.2764
O -1.7269 -1.3670 0.3444 0.1081
P 0.4879 -0.0716 2.4114 1.0322
C -1.7345 -0.7289 -3.2153 -0.3656
C 0.7874 -2.0029 -3.0432 -0.3716
C 0.6334 0.8956 -3.2960 -0.4232
C 0.8118 1.5469 3.2285 -0.3825
C -0.8430 -0.7578 3.4558 -0.3659
C 1.9352 -1.0895 2.8834 -0.3873
C -2.2511 0.2060 -4.1278 -0.0728
C -3.5589 0.0747 -4.5954 -0.0490
C -4.3448 -1.0110 -4.2018 -0.0415
C -3.8092 -1.9832 -3.3509 -0.0463
C -2.5098 -1.8495 -2.8638 -0.0950
H -1.6353 1.0373 -4.4732 0.1039
H -3.9617 0.8284 -5.2740 0.1211
H -5.3703 -1.1032 -4.5635 0.1218
H -4.4059 -2.8496 -3.0619 0.1208
H -2.0913 -2.6163 -2.2092 0.1133
C 0.1164 2.1908 -3.0165 -0.2160
C 0.7957 3.3256 -3.4802 -0.0527
C 1.8975 3.1814 -4.3219 -0.0368
C 2.3486 1.9052 -4.6805 -0.0272
C 1.7389 0.7656 -4.1548 -0.0469
H -0.8485 2.3148 -2.5030 0.0924
H 0.4401 4.3164 -3.1822 0.1321
H 2.4063 4.0647 -4.7120 0.1274
H 3.1812 1.7980 -5.3751 0.1273
H 2.1082 -0.2305 -4.4087 0.1167
C 0.4548 -2.6001 -4.2715 -0.0687
C 1.1779 -3.6992 -4.7414 -0.0420
C 2.2420 -4.2113 -3.9944 -0.0404
C 2.5854 -3.6140 -2.7731 -0.0607
C 1.8662 -2.5198 -2.2936 -0.1018
H -0.3759 -2.2120 -4.8624 0.1184
H 0.9038 -4.1530 -5.6948 0.1225
H 2.8041 -5.0721 -4.3593 0.1219
H 3.4217 -4.0077 -2.1925 0.1158
H 2.1385 -2.0605 -1.3382 0.0845
C -0.6814 -1.8775 4.2938 -0.0580
C -1.7540 -2.3335 5.0659 -0.0534
C -2.9894 -1.6829 5.0217 -0.0453
C -3.1531 -0.5659 4.1919 -0.0449
C -2.0932 -0.1215 3.4057 -0.1058
H 0.2799 -2.3897 4.3439 0.1071
H -1.6171 -3.2056 5.7083 0.1182
H -3.8251 -2.0401 5.6259 0.1193
H -4.1082 -0.0403 4.1557 0.1201
H -2.2323 0.7414 2.7542 0.0771
C 1.5661 2.5028 2.5130 -0.1768
C 1.5438 3.8379 2.9288 -0.0588
C 0.9503 4.1883 4.1444 -0.0343
C 0.3576 3.2054 4.9426 -0.0177
C 0.2768 1.8875 4.4810 -0.0493
H 2.2256 2.2025 1.6725 0.0482
H 2.0008 4.6026 2.2954 0.1196
H 0.9591 5.2271 4.4772 0.1251
H -0.0580 3.4600 5.9184 0.1272
H -0.2209 1.1285 5.0875 0.1231
C 2.8204 -0.7073 3.9015 -0.0693
C 3.9091 -1.5202 4.2257 -0.0493
C 4.1286 -2.7132 3.5305 -0.0488
C 3.2496 -3.0951 2.5064 -0.0650
C 2.1607 -2.2880 2.1762 -0.1153
H 2.6566 0.2266 4.4403 0.1087
H 4.5868 -1.2169 5.0251 0.1198
H 4.9811 -3.3453 3.7811 0.1189
H 3.4130 -4.0297 1.9662 0.1147
H 1.4798 -2.5795 1.3707 0.0982
H 2.3531 2.3880 -0.5818 0.1052
H 2.6567 1.4889 -0.5572 0.1038
F -4.8257 2.6357 0.0924 0.1649
C -3.6072 2.3386 -0.3936 -0.5823
F -3.4124 0.9908 -0.2824 0.0967
F -3.5645 2.6500 -1.7137 0.1249
S -2.2396 3.2194 0.5149 0.5858
O -2.3961 4.6156 0.2385 -0.2151
O -2.2824 2.7259 1.8715 -0.2655
O -1.0469 2.6299 -0.2259 -0.5368
```

Entry 2:
The following is a DFT calculation (wB97M-V/def2-TZVPD) of 2 unconnected molecules or ions with the total composition C38H32F6N3 in a non-equilibrium geometry.

The multiplicity is 1. The energy comes out at -60694.222 eV. The total charge is +1. The frontier orbital gap is 5.480 eV.

Structure (XYZ):
```
79
Properties=species:S:1:pos:R:3:lowdin_charge:R:1
C -3.1593 -0.5881 3.9615 -0.0583
C -1.7067 -0.2383 3.8345 -0.2742
C -0.7775 -1.2794 3.6612 -0.0056
C 0.5834 -0.9865 3.5930 -0.1610
C 0.9745 0.3892 3.6177 -0.2098
N 2.3572 0.4401 3.5223 0.0825
C 2.8614 -0.8371 3.4710 -0.0836
C 1.8084 -1.7553 3.4790 -0.0588
C 0.0776 1.4218 3.8348 -0.0055
C -1.2759 1.0922 3.9463 -0.0363
H -3.7801 0.3117 3.9789 0.0777
H -3.4918 -1.2236 3.1302 0.0777
H -3.3415 -1.1462 4.8898 0.0887
H -1.1025 -2.3198 3.6178 0.1125
H 2.9078 1.2972 3.5724 0.1683
H 3.9237 -1.0099 3.3545 0.1122
H 1.8619 -2.8065 3.7140 0.1125
H 0.4376 2.4488 3.9112 0.1165
H -2.0207 1.8700 4.1129 0.1144
F 8.9525 -5.4817 4.5276 0.1335
C 8.5486 -4.6636 3.5177 -0.5331
F 7.4735 -3.9374 3.9686 0.1138
F 9.5579 -3.7613 3.2834 0.1163
C 8.1772 -5.3826 2.2488 -0.0214
N 7.7201 -4.3805 1.2684 -0.0584
C 8.5483 -4.2329 0.1316 -0.2444
C 8.6402 -5.2657 -0.8174 -0.0151
C 9.5319 -5.1421 -1.8781 -0.0694
C 10.3610 -4.0149 -1.9619 -0.0705
C 10.2928 -3.0054 -0.9927 -0.0654
C 9.3913 -3.1159 0.0586 -0.0123
C 6.3511 -4.1390 1.1710 -0.1935
C 5.8970 -2.8075 1.1100 0.0346
C 4.5431 -2.5508 1.1927 -0.0003
C 3.5832 -3.6118 1.2039 -0.1761
C 2.1931 -3.3204 1.3901 0.0620
C 1.1355 -4.2782 1.5062 -0.1905
C -0.2051 -3.8030 1.4012 0.0022
C -1.2793 -4.6676 1.3507 0.0175
C -1.0603 -6.0638 1.3612 -0.1716
N -2.1200 -6.9461 1.2560 -0.0339
C -3.4032 -6.6040 1.8837 -0.0185
C -3.3574 -7.1276 3.2924 -0.5245
F -4.4651 -6.8954 4.0414 0.1419
F -3.1383 -8.4860 3.2870 0.1213
F -2.2845 -6.5605 3.9455 0.1139
C -2.1357 -8.0099 0.3290 -0.2252
C -1.4077 -9.1916 0.5490 -0.0174
C -1.5294 -10.2565 -0.3428 -0.0636
C -2.3574 -10.1412 -1.4632 -0.0717
C -3.0849 -8.9667 -1.6888 -0.0655
C -3.0047 -7.9207 -0.7759 -0.0171
C 0.2456 -6.5573 1.5726 0.0383
C 1.2776 -5.6684 1.8204 0.0099
C 4.0884 -4.9343 1.0771 0.0073
C 5.4377 -5.2026 1.1709 0.0175
H 9.0789 -5.8647 1.8579 0.1555
H 7.3786 -6.0916 2.4885 0.1302
H 7.9983 -6.1383 -0.6990 0.1184
H 9.5918 -5.9344 -2.6246 0.1098
H 11.0649 -3.9220 -2.7952 0.1110
H 10.9515 -2.1398 -1.0402 0.1103
H 9.3178 -2.3723 0.8499 0.1161
H 6.6400 -2.0067 1.0536 0.1321
H 4.2003 -1.5229 1.2759 0.1104
H 1.8892 -2.2945 1.1292 0.1362
H -0.3781 -2.7297 1.3528 0.1199
H -2.2931 -4.2808 1.2550 0.1184
H -3.5470 -5.5259 1.9383 0.1255
H -4.2111 -7.1068 1.3459 0.1486
H -0.7797 -9.2638 1.4353 0.1085
H -0.9838 -11.1780 -0.1485 0.1109
H -2.4414 -10.9695 -2.1701 0.1109
H -3.7298 -8.8609 -2.5606 0.1118
H -3.5818 -7.0026 -0.9010 0.1218
H 0.4022 -7.6398 1.5926 0.1114
H 2.1874 -6.0532 2.2674 0.1158
H 3.4305 -5.7717 0.9126 0.1002
H 5.8072 -6.2297 1.2027 0.1254
```

Entry 3:
The following is a DFT calculation (wB97M-V/def2-TZVPD) of a molecular structure, C38H33As2N4O4PdSe.

The multiplicity is 1. The energy comes out at -244599.019 eV. The calculation puts the relative energy (zero: lowest compared OMol25 entry of this formula, charge and spin) at 0.0 kcal per mole. The total charge is -1. The frontier orbital gap is 6.547 eV.

Structure (XYZ):
```
83
Properties=species:S:1:pos:R:3:lowdin_charge:R:1
Pd -0.3539 -0.7294 0.2774 0.2565
C -4.6648 -2.3747 -0.3705 -0.0002
C -4.1580 -1.7532 0.8833 -0.3679
N -3.1875 -0.8745 0.9577 0.1539
C -3.0261 -0.5863 2.2903 -0.1328
C -3.9442 -1.2957 3.0282 -0.0912
N -4.6506 -2.0344 2.1128 0.1645
C -4.3233 -1.4132 4.4554 -0.5176
O -3.6663 -0.6713 5.3021 0.1026
O -5.2082 -2.1894 4.7754 0.0524
C -1.9377 0.3258 2.7934 -0.5700
O -1.9722 0.6362 4.0152 0.0070
O -1.0779 0.7158 1.9796 -0.0823
H -4.0701 -2.0130 -1.2053 0.0479
H -5.7104 -2.1176 -0.5521 0.0807
H -4.5842 -3.4629 -0.3301 0.0821
H -5.3841 -2.6695 2.3831 0.1601
H -2.9567 -0.0897 4.7843 0.0514
C 0.6379 0.3099 -3.1025 -0.4351
C 1.9182 0.8602 -2.4824 -0.4610
As 2.5721 -0.1989 -0.9312 1.2838
C 4.4440 0.4115 -1.0462 -0.3912
C 4.8190 1.7231 -1.3276 -0.1116
C 6.1563 2.0874 -1.3600 -0.0983
C 7.1417 1.1424 -1.1023 -0.1089
C 6.7812 -0.1644 -0.8133 -0.1008
C 5.4388 -0.5259 -0.7889 -0.1267
C 2.0967 0.9178 0.5965 -0.4280
C 2.3189 0.3431 1.8474 -0.1277
C 2.0602 1.0574 3.0074 -0.0758
C 1.5756 2.3531 2.9306 -0.0870
C 1.3596 2.9346 1.6912 -0.0928
C 1.6218 2.2241 0.5296 -0.1306
As -0.8188 0.3412 -1.7900 1.2149
C -2.2833 -0.4274 -2.7982 -0.3691
C -2.1272 -1.7071 -3.3270 -0.1293
C -3.1782 -2.3300 -3.9837 -0.0956
C -4.4010 -1.6825 -4.1071 -0.1063
C -4.5650 -0.4126 -3.5728 -0.0967
C -3.5107 0.2141 -2.9210 -0.1026
C -1.2911 2.2252 -1.7564 -0.3805
C -1.3136 3.0321 -2.8906 -0.1128
C -1.6387 4.3766 -2.7843 -0.0978
C -1.9508 4.9176 -1.5425 -0.0972
C -1.9342 4.1142 -0.4120 -0.0763
C -1.6005 2.7684 -0.5133 -0.1033
H 0.7711 -0.7387 -3.3821 0.0572
H 0.3616 0.8571 -4.0078 0.0602
H 1.8056 1.9190 -2.2403 0.0439
H 2.7368 0.7897 -3.2042 0.0635
H 4.0597 2.4755 -1.5094 0.0947
H 6.4316 3.1124 -1.5775 0.0960
H 8.1863 1.4275 -1.1218 0.0937
H 7.5424 -0.9062 -0.6056 0.0958
H 5.1612 -1.5500 -0.5631 0.0867
H 2.6866 -0.6759 1.9172 0.0772
H 2.2094 0.5829 3.9690 0.1022
H 1.3371 2.8976 3.8350 0.1022
H 0.9607 3.9400 1.6259 0.0991
H 1.4266 2.6962 -0.4261 0.0803
H -1.1818 -2.2276 -3.2174 0.0845
H -3.0455 -3.3245 -4.3908 0.1005
H -5.2257 -2.1711 -4.6104 0.0969
H -5.5189 0.0927 -3.6587 0.1005
H -3.6463 1.2041 -2.5027 0.1006
H -1.0833 2.6178 -3.8662 0.0968
H -1.6493 5.0019 -3.6688 0.0957
H -2.2057 5.9670 -1.4596 0.0961
H -2.1764 4.5303 0.5579 0.1054
H -1.5601 2.1404 0.3743 0.0761
Se -0.1202 -3.1132 -0.1342 0.9679
N -0.2771 -2.4878 1.5584 -0.3005
C 0.9427 -2.7420 2.1290 -0.4198
C 1.2419 -2.4224 3.4652 -0.0517
C 2.5099 -2.6464 3.9405 -0.1206
C 3.4987 -3.2083 3.1034 -0.1184
C 3.2204 -3.5573 1.8062 -0.0610
C 1.9207 -3.3526 1.2895 -0.4540
N 1.5232 -3.7265 0.0498 -0.2991
H 0.4719 -1.9671 4.0756 0.1169
H 2.7617 -2.3820 4.9598 0.0924
H 4.4957 -3.3667 3.4966 0.0899
H 3.9743 -3.9941 1.1635 0.0997
```